A cluster of 9 separate species, C36H99N9O9 in total in a non-equilibrium geometry. Source: the OMol25 dataset; level of theory: ωB97M-V with the def2-TZVPD basis set.

Each line ends with the Löwdin charge.
Element x y z (Å)
C  -4.036  1.867  -1.830  -0.05
C  -5.262  1.311  -1.142  -0.45
C  -5.344  1.784  0.317  -0.22
O  -4.373  1.155  1.113  -0.19
C  -4.407  1.661  2.430  -0.10
N  -6.483  1.767  -1.820  0.04
H  -3.938  2.947  -1.711  0.06
H  -4.107  1.724  -2.913  0.08
H  -3.124  1.398  -1.460  0.06
H  -5.120  0.221  -1.089  0.13
H  -6.324  1.454  0.693  0.12
H  -5.289  2.878  0.270  0.13
H  -4.240  2.742  2.435  0.07
H  -3.633  1.262  3.086  0.08
H  -5.380  1.430  2.877  0.09
H  -6.469  1.289  -2.721  0.07
H  -7.283  1.341  -1.354  0.07
C  3.704  -1.304  -0.912  -0.05
C  2.638  -1.149  -2.008  -0.43
C  3.003  -0.021  -2.968  -0.20
O  3.355  1.115  -2.200  -0.22
C  3.642  2.266  -2.934  -0.11
N  2.410  -2.405  -2.727  0.06
H  4.010  -0.348  -0.481  0.07
H  4.632  -1.641  -1.383  0.09
H  3.308  -1.965  -0.142  0.06
H  1.706  -0.802  -1.546  0.12
H  2.237  0.150  -3.730  0.11
H  3.902  -0.293  -3.546  0.13
H  2.850  2.675  -3.569  0.07
H  4.524  2.120  -3.574  0.09
H  3.939  3.082  -2.272  0.09
H  3.317  -2.699  -3.091  0.07
H  2.243  -3.064  -1.957  0.03
C  -0.393  5.408  -7.194  -0.06
C  0.796  4.457  -7.047  -0.44
C  0.479  3.279  -6.144  -0.23
O  0.317  3.726  -4.807  -0.17
C  0.056  2.609  -3.981  -0.13
N  1.340  3.941  -8.334  0.02
H  -0.055  6.376  -7.563  0.07
H  -0.945  5.399  -6.255  0.07
H  -1.077  5.058  -7.976  0.08
H  1.635  5.021  -6.634  0.14
H  1.320  2.580  -6.186  0.12
H  -0.395  2.761  -6.559  0.13
H  -0.935  2.166  -4.112  0.09
H  0.139  2.963  -2.951  0.07
H  0.803  1.814  -4.063  0.06
H  0.650  3.306  -8.734  0.07
H  1.341  4.751  -8.950  0.06
C  3.730  -7.224  -2.415  -0.06
C  3.190  -5.829  -2.090  -0.41
C  2.040  -5.916  -1.080  -0.18
O  1.550  -4.575  -0.882  -0.25
C  0.362  -4.561  -0.111  -0.09
N  4.307  -5.043  -1.497  0.04
H  4.421  -7.593  -1.658  0.08
H  4.101  -7.287  -3.437  0.08
H  2.937  -7.983  -2.430  0.07
H  2.892  -5.317  -3.001  0.13
H  2.404  -6.309  -0.125  0.13
H  1.186  -6.493  -1.449  0.13
H  -0.482  -4.993  -0.652  0.09
H  0.124  -3.510  0.070  0.07
H  0.542  -5.003  0.873  0.09
H  4.758  -5.620  -0.789  0.06
H  3.862  -4.324  -0.929  0.04
C  -3.723  -4.825  0.526  -0.05
C  -4.506  -5.959  -0.160  -0.42
C  -4.184  -7.314  0.447  -0.23
O  -2.798  -7.565  0.395  -0.20
C  -2.480  -8.855  0.876  -0.11
N  -5.963  -5.738  -0.048  0.02
H  -2.707  -5.160  0.725  0.06
H  -4.282  -4.566  1.425  0.08
H  -3.742  -3.980  -0.163  0.07
H  -4.378  -5.994  -1.244  0.13
H  -4.752  -8.107  -0.052  0.13
H  -4.498  -7.299  1.503  0.13
H  -2.911  -9.635  0.245  0.09
H  -2.828  -8.987  1.907  0.09
H  -1.393  -8.901  0.895  0.09
H  -6.376  -6.279  0.706  0.06
H  -6.202  -4.778  0.162  0.06
C  1.001  2.105  1.782  -0.04
C  0.558  1.049  0.772  -0.41
C  -0.852  0.517  0.943  -0.21
O  -0.897  -0.724  0.269  -0.19
C  -2.188  -1.262  0.117  -0.10
N  0.652  1.612  -0.587  0.07
H  2.079  2.260  1.714  0.07
H  0.678  1.798  2.777  0.06
H  0.592  3.096  1.577  0.06
H  1.236  0.187  0.846  0.12
H  -1.605  1.234  0.590  0.11
H  -1.100  0.346  2.005  0.11
H  -2.020  -2.187  -0.440  0.07
H  -2.864  -0.597  -0.425  0.07
H  -2.649  -1.561  1.066  0.09
H  0.356  0.842  -1.187  0.06
H  1.627  1.792  -0.812  0.06
C  -1.225  -0.059  5.589  -0.06
C  -0.019  -0.997  5.482  -0.44
C  0.617  -0.919  4.113  -0.22
O  1.527  -1.994  4.000  -0.19
C  1.954  -2.289  2.689  -0.10
N  0.921  -0.666  6.572  0.05
H  -2.023  -0.434  4.942  0.07
H  -0.882  0.919  5.249  0.08
H  -1.617  -0.014  6.601  0.07
H  -0.364  -2.034  5.579  0.14
H  1.020  0.064  3.854  0.11
H  -0.197  -1.097  3.398  0.11
H  2.293  -3.322  2.746  0.09
H  2.693  -1.591  2.285  0.08
H  1.096  -2.260  2.002  0.07
H  0.562  -0.974  7.464  0.07
H  1.779  -1.157  6.337  0.06
C  6.468  3.564  3.758  -0.07
C  4.978  3.607  4.150  -0.42
C  4.331  2.217  4.121  -0.23
O  5.099  1.330  4.892  -0.19
C  4.519  0.051  4.957  -0.10
N  4.815  4.146  5.497  0.03
H  6.728  3.326  2.724  0.07
H  7.006  2.801  4.328  0.07
H  6.903  4.526  4.035  0.07
H  4.475  4.279  3.451  0.13
H  4.333  1.877  3.080  0.12
H  3.312  2.353  4.492  0.13
H  3.431  0.076  5.123  0.07
H  4.946  -0.626  5.688  0.09
H  4.529  -0.363  3.937  0.09
H  5.060  3.412  6.164  0.07
H  5.548  4.820  5.710  0.06
C  -2.171  5.260  -2.399  -0.06
C  -2.709  5.531  -0.995  -0.44
C  -1.857  4.994  0.118  -0.21
O  -2.638  4.950  1.303  -0.18
C  -1.958  4.261  2.333  -0.12
N  -2.968  6.991  -0.863  0.04
H  -1.277  5.848  -2.612  0.09
H  -2.898  5.571  -3.156  0.08
H  -1.994  4.200  -2.585  0.05
H  -3.694  5.045  -0.967  0.12
H  -0.986  5.647  0.265  0.14
H  -1.423  4.019  -0.142  0.12
H  -2.628  4.316  3.193  0.09
H  -1.039  4.732  2.695  0.09
H  -1.787  3.229  2.022  0.07
H  -3.334  7.125  0.078  0.07
H  -3.743  7.160  -1.497  0.07

Results
- SMILES = COC[C@H](C)N.COC[C@H](C)N.COC[C@H](C)N.COC[C@H](C)N.COC[C@H](C)N.COC[C@H](C)N.COC[C@H](C)N.COC[C@H](C)N.COC[C@H](C)N
- spin multiplicity = 1
- total energy (Eh) = -2600.7825
- E_HOMO (hartree) = -0.33621
- frontier orbital gap (eV) = 9.6